Entry 1:
Entry from the Open Molecules 2025 dataset: 5 unconnected molecules or ions with the total composition C19H40BI2O9S4 (ωB97M-V with the def2-TZVPD basis set).

Each line ends with the Löwdin charge.
Element x y z (Å)
I -1.87 -2.61 -0.58  0.77
I 0.98 -4.35 -2.43  0.74
S 5.93 4.88 -1.14  0.67
S -2.20 4.43 1.95  0.66
S 2.06 0.59 -0.16  0.65
S -5.92 -5.47 -0.49  0.65
O 4.64 4.27 -0.92  -0.32
O 6.02 6.26 -1.54  -0.32
O -2.93 3.23 1.70  -0.30
O -1.48 -6.35 -1.13  -0.17
O -6.73 -5.95 0.60  -0.35
O -1.03 4.76 1.18  -0.32
O -5.30 -4.17 -0.42  -0.34
O 2.29 -0.18 1.04  -0.34
O 2.82 0.27 -1.35  -0.33
C 7.60 3.23 0.02  -0.22
C 0.31 0.68 -0.56  -0.23
C 0.75 -4.11 -0.29  -0.86
C 8.05 3.28 -1.45  -0.21
C -3.30 5.86 1.93  -0.22
C -4.69 -6.70 -0.98  -0.22
C 1.68 -5.12 0.39  -0.20
C -3.35 6.39 3.37  -0.22
C -0.09 2.15 -0.33  -0.22
C 1.15 3.01 -0.58  -0.22
C -5.87 -6.06 -3.05  -0.23
C -5.12 -7.20 -2.36  -0.21
C 2.29 2.33 0.18  -0.24
C -6.87 -5.54 -2.02  -0.24
C -0.67 -4.24 0.23  -0.74
C 6.94 4.58 0.31  -0.23
C -2.01 6.02 4.03  -0.22
C -1.76 4.56 3.69  -0.23
C 6.86 3.82 -2.26  -0.21
B -1.45 -5.69 0.22  -0.73
H 1.39 3.03 -1.65  0.12
H -4.25 -7.51 -2.93  0.11
H -0.60 -3.94 1.29  0.06
H -0.86 -6.38 1.07  0.06
H 6.29 4.59 1.18  0.11
H -0.73 4.23 3.79  0.11
H -4.26 5.53 1.55  0.10
H 3.28 2.62 -0.15  0.06
H 1.68 -4.92 1.47  0.08
H -0.23 -0.02 0.07  0.04
H 2.70 -5.04 0.01  0.05
H -4.16 5.90 3.91  0.12
H 1.14 -3.10 -0.14  0.04
H -5.17 -5.26 -3.32  0.12
H -1.21 6.64 3.62  0.12
H 6.88 2.43 0.17  0.12
H 7.67 5.39 0.37  0.11
H -2.04 6.17 5.11  0.11
H -0.92 2.43 -0.97  0.12
H -3.73 -6.20 -0.99  0.06
H 1.01 4.03 -0.25  0.10
H -7.25 -4.54 -2.22  0.10
H -7.69 -6.24 -1.87  0.10
H -0.72 -6.92 -1.25  0.02
H 7.15 4.42 -3.12  0.10
H -4.68 -7.47 -0.21  0.11
H 8.90 3.96 -1.54  0.11
H 2.19 2.46 1.26  0.11
H -0.42 2.28 0.70  0.09
H -3.53 7.46 3.39  0.11
H -2.86 6.58 1.24  0.10
H -6.37 -6.39 -3.96  0.11
H 1.32 -6.14 0.25  0.06
H -2.42 3.89 4.23  0.11
H 8.44 3.05 0.69  0.11
H 6.18 3.03 -2.57  0.11
H -2.59 -5.50 0.60  0.05
H -5.79 -8.06 -2.27  0.11
H 0.20 0.37 -1.59  0.10
H 8.35 2.30 -1.81  0.11

Output
Net charge: -1
Max |F| in eV Å⁻¹: 0.515
HOMO-LUMO gap in hartree: 0.2368



Entry 2:
Entry from the Open Molecules 2025 dataset: a molecular structure, C19H40Cl28GaO in a non-equilibrium geometry (ωB97M-V with the def2-TZVPD basis set).

Each line ends with the Löwdin charge.
Element x y z (Å)
Ga 0.23 5.48 -1.09  0.31
Cl -4.89 0.66 5.64  0.52
Cl -2.54 5.73 2.41  0.55
Cl 2.24 -4.31 1.57  0.51
Cl 4.40 -7.72 0.92  0.51
Cl 3.17 -0.93 2.45  0.51
Cl 1.69 -7.37 -0.12  0.52
Cl -2.72 8.52 1.55  0.55
Cl -2.33 2.63 -0.26  0.47
Cl 0.01 -4.42 -7.29  0.55
Cl -6.28 5.11 2.72  0.54
Cl 1.63 -3.82 -1.25  0.49
Cl -0.27 -1.55 0.15  0.54
Cl 3.85 -3.26 -4.70  0.51
Cl 0.56 -7.12 -6.27  0.50
Cl 2.53 -5.77 -3.95  0.46
Cl 4.06 -12.01 0.42  0.51
Cl 6.14 -13.09 -4.12  0.52
Cl -1.43 -1.16 2.83  0.55
Cl -3.74 -1.15 -0.91  0.51
Cl -4.68 11.87 2.77  0.48
Cl 2.76 -10.87 -1.94  0.54
Cl -5.14 12.42 -0.07  0.49
Cl 6.69 -13.63 -1.30  0.53
Cl -7.57 1.20 4.59  0.57
Cl 1.70 -2.15 4.68  0.50
Cl -5.31 -2.31 1.28  0.49
Cl 0.34 2.22 0.89  0.51
Cl -5.16 2.65 1.60  0.53
O 1.59 7.54 -2.65  -0.27
C 0.53 6.88 1.50  -0.22
C -6.54 0.06 5.48  -0.99
C 2.38 -4.24 -4.83  -1.07
C 1.76 8.45 -1.62  -0.35
C -0.60 -2.27 1.74  -0.98
C 1.83 6.16 -2.23  -0.30
C -1.29 1.56 0.69  -1.07
C 2.90 -4.12 -0.06  -1.00
C 2.55 -0.71 4.09  -0.99
C -5.78 3.44 3.05  -1.05
C 2.79 -8.44 0.76  -1.02
C -0.68 -5.94 -6.72  -0.99
C 7.39 -13.37 -2.90  -1.00
C 2.56 9.67 -2.10  -0.08
C -4.41 -0.89 0.70  -1.04
C -3.63 7.06 2.02  -1.02
C 3.44 -12.33 -1.21  -1.01
C 0.85 5.77 0.87  -0.31
C -3.94 12.03 1.17  -1.04
H -1.22 -3.15 1.60  0.04
H -1.28 -6.36 -7.52  0.02
H -4.26 6.77 1.19  0.01
H 2.76 6.15 -1.66  0.04
H -4.23 7.29 2.89  0.00
H 3.38 -0.51 4.75  0.02
H -4.99 3.47 3.79  0.02
H 2.28 8.03 -0.75  0.10
H 1.49 5.00 1.31  -0.01
H -1.11 6.34 -1.36  -0.08
H 1.55 -3.68 -4.42  0.01
H -6.63 2.87 3.41  -0.10
H 0.35 -2.54 2.19  -0.08
H 3.57 -3.27 -0.07  0.03
H 1.86 0.13 4.09  0.03
H 1.90 10.39 -2.56  0.06
H -6.96 -0.09 6.47  0.02
H -3.60 -0.69 1.39  -0.04
H -1.22 0.60 0.20  -0.09
H 2.21 -4.47 -5.88  -0.04
H 2.88 -9.37 0.22  -0.08
H -0.04 3.92 -1.35  -0.14
H 3.30 9.33 -2.82  0.07
H 2.39 -8.61 1.75  0.03
H 1.99 5.54 -3.09  0.03
H -3.46 11.10 0.92  -0.03
H 1.28 7.39 2.10  0.03
H -1.29 -5.74 -5.85  0.03
H -5.09 -0.05 0.66  -0.02
H -3.21 12.84 1.21  0.02
H -1.73 1.44 1.68  -0.01
H 7.96 -14.25 -3.18  0.02
H 4.25 -12.68 -1.83  -0.06
H 3.11 10.13 -1.29  0.06
H 8.04 -12.50 -2.86  0.03
H 0.79 8.81 -1.27  0.11
H 2.66 -13.08 -1.14  0.03
H -0.45 7.32 1.42  -0.07
H 3.43 -5.03 -0.33  -0.02
H -6.52 -0.88 4.93  0.02

Output
Net charge: -1
Energy above the lowest of the compared OMol25 structures with the same formula, charge and spin in eV: 0.528
Max |F| in eV Å⁻¹: 2.467
HOMO-LUMO gap in hartree: 0.1821



Entry 3:
Entry from the Open Molecules 2025 dataset: 6 unconnected molecules or ions with the total composition C19H40IO9P in a non-equilibrium geometry (ωB97M-V with the def2-TZVPD basis set).

Each line ends with the natural charge from an NBO analysis.
Element x y z (Å)
I 0.91 -2.76 0.23  0.48
P 1.22 -2.90 3.26  2.48
O -1.48 2.70 -3.19  -0.55
O 1.02 -3.70 4.52  -1.09
O -0.95 3.35 1.46  -0.57
O 1.57 8.00 -0.06  -0.55
O 2.33 -4.69 -2.17  -0.57
O 2.86 -3.01 2.89  -0.98
O 0.43 -3.66 1.99  -0.95
O -1.42 -7.40 -1.63  -0.55
O 0.90 -1.28 3.38  -0.77
C 2.56 -5.85 -1.88  0.60
C 0.21 5.28 0.72  -0.71
C 3.64 -6.21 -0.90  -0.72
C -2.56 2.16 -3.30  0.60
C 2.73 9.93 -0.80  -0.72
C -2.09 -6.43 -1.34  0.60
C -0.51 -0.99 3.29  0.08
C -3.27 2.10 -4.63  -0.72
C -1.91 -5.72 -0.03  -0.72
C 2.85 7.68 -2.03  -0.72
C 0.34 3.03 -0.51  -0.73
C -1.39 -1.64 4.41  -0.68
C -0.21 3.84 0.64  0.60
C -3.25 1.53 -2.12  -0.72
C -0.62 0.59 3.41  -0.41
C 1.78 -6.98 -2.49  -0.72
C -3.14 -5.90 -2.28  -0.72
C -0.24 1.03 4.87  -0.63
C 2.31 8.49 -0.88  0.60
H -1.59 0.97 3.05  0.23
H -0.82 -2.13 5.22  0.25
H 1.30 5.35 0.82  0.23
H 0.19 2.05 4.93  0.22
H 3.82 10.00 -0.70  0.23
H 0.53 0.33 5.26  0.21
H 3.21 -3.61 3.56  0.52
H -3.16 -6.50 -3.18  0.24
H 3.94 7.64 -1.98  0.23
H -0.97 -1.25 2.31  0.19
H 2.27 10.39 0.07  0.24
H 0.19 0.99 2.75  0.22
H 4.40 -6.83 -1.39  0.23
H -2.66 2.59 -5.39  0.24
H 4.13 -5.30 -0.54  0.23
H -2.63 1.65 -1.23  0.24
H 2.41 10.47 -1.70  0.23
H -4.21 2.02 -1.94  0.23
H 1.03 -6.58 -3.17  0.24
H 2.53 8.11 -2.98  0.23
H -2.90 -4.87 -2.55  0.23
H 0.01 3.46 -1.46  0.26
H -1.12 -6.21 0.54  0.24
H 2.44 -7.64 -3.05  0.23
H -3.41 0.47 -2.30  0.23
H -2.84 -5.76 0.55  0.23
H -2.09 -0.92 4.90  0.22
H -0.25 5.74 1.59  0.23
H -2.04 -2.41 3.93  0.22
H -0.11 5.82 -0.17  0.24
H 2.47 6.66 -1.97  0.23
H -1.62 -4.68 -0.20  0.23
H -3.42 1.06 -4.92  0.23
H 1.43 3.00 -0.46  0.22
H -1.13 0.94 5.55  0.20
H -0.05 2.01 -0.45  0.22
H -4.12 -5.94 -1.80  0.23
H 1.26 -7.54 -1.71  0.25
H -4.23 2.61 -4.57  0.23
H 3.22 -6.74 -0.05  0.23

Output
Net charge: 0
Energy above the lowest of the compared OMol25 structures with the same formula, charge and spin in eV: 1.314
Max |F| in eV Å⁻¹: 3.325
HOMO-LUMO gap in hartree: 0.2919



E_HOMO (computed, eV): -4.62 -3.62 -9.21